The following is a DFT calculation (ωB97M-V with the def2-TZVPD basis set) of C15H42BrClN9NbO7P as an isolated structure at a distorted geometry.

Geometry as XYZ:
```
77
Properties=species:S:1:pos:R:3:forces:R:3
C -1.68400 -2.70819 -4.49205 0.13 0.30 -0.35
C -1.49658 -2.66131 -2.83289 0.05 0.21 -1.15
C -0.43773 -1.41326 -2.48676 -1.18 0.05 -1.49
O -1.04187 -0.47644 -1.54667 2.91 -0.95 0.23
Nb 0.26478 0.23163 -0.05909 -0.30 -0.64 -2.08
Br -1.80375 0.00064 1.64898 0.39 -0.20 -0.29
C 1.56255 0.98679 1.64954 0.73 -1.16 0.94
N 2.04843 2.40110 1.55915 0.03 0.26 0.07
C 2.03800 0.47306 -1.44436 2.06 3.20 -1.05
C 2.18717 2.17466 -1.95497 -1.53 -0.27 -3.34
C 1.41738 2.52571 -3.47104 3.28 -0.10 4.07
O 3.04239 2.42051 -3.24083 -4.61 -0.07 2.18
C 0.95014 -1.89517 0.52983 -2.03 -1.17 1.39
Cl 2.66454 -2.29554 -0.04137 -0.80 -0.01 -0.06
C 0.78066 -2.23610 2.11920 0.17 -1.38 1.24
C 2.07608 -3.03409 2.78310 -0.66 -0.71 0.14
P -0.66721 2.59230 -0.58737 -1.98 0.03 0.38
C -1.50500 3.34547 0.95270 -1.50 1.70 0.47
O -2.00582 2.32783 -1.72541 1.15 1.54 0.30
H -1.93656 -3.77531 -4.89734 0.42 1.91 0.86
H -0.69406 -2.34784 -5.04908 -1.97 -0.88 1.30
H -2.53394 -1.98335 -4.87097 1.63 -1.38 0.94
H -1.07809 -3.71318 -2.52469 -0.79 2.12 -0.29
H -2.56190 -2.46377 -2.34577 2.51 -0.39 -0.87
H 0.63084 -1.80198 -2.22487 -1.96 0.52 -0.16
H -0.32376 -0.83217 -3.52381 -0.09 -1.07 2.03
H 1.02706 0.79275 2.68634 1.09 0.55 -1.90
H 2.53168 0.28968 1.66537 -1.93 1.37 0.02
H 1.30050 3.11356 1.45181 0.90 -0.87 -0.48
H 2.86010 2.54258 0.92538 -1.29 -0.11 0.64
H 1.96406 -0.02462 -2.49828 0.39 0.59 2.04
H 3.10974 0.35976 -0.93480 -2.34 -0.30 -1.20
H 2.14002 3.05486 -1.06224 0.33 -2.41 -2.91
H 0.97251 1.65240 -4.11189 1.04 2.04 1.42
H 1.02664 3.63641 -3.42618 0.87 -2.54 -0.78
H 0.19967 -2.61882 -0.05011 1.87 1.29 1.10
H 0.54238 -1.32873 2.81485 0.47 -1.48 -1.66
H -0.14309 -2.98352 2.22961 1.96 1.70 -0.25
H 2.14949 -4.05535 2.19125 0.31 2.17 1.20
H 3.06804 -2.40764 2.77788 -1.96 -1.30 -0.26
H 1.88109 -3.34063 3.91473 0.12 0.83 -2.32
H -1.80785 4.46043 0.65677 0.66 -2.19 0.72
H -0.81228 3.43983 1.90301 -1.28 -0.45 -1.98
H -2.53231 2.82357 1.25700 2.41 0.75 -0.65
H -2.08657 3.10509 -2.35181 0.30 -1.12 1.15
C 2.34077 4.57192 4.90132 -0.12 -0.25 -0.84
O 2.60739 5.53089 4.19438 0.10 0.41 -0.03
N 2.38534 4.62396 6.24482 0.28 0.67 1.81
N 1.97861 3.37720 4.40020 -0.29 -0.43 -0.29
H 2.16937 3.84499 6.84372 0.01 0.14 -0.18
H 2.65355 5.50521 6.66293 -0.12 -0.39 -0.16
H 1.93254 3.29519 3.39289 0.28 -0.39 -0.06
H 1.75528 2.57593 4.96607 -0.01 0.16 -0.09
C -1.59501 2.79816 -5.99016 -0.16 0.35 0.70
O -1.94795 3.78873 -5.36993 -0.04 0.14 0.03
N -1.45202 2.79019 -7.32776 0.01 0.48 -1.66
N -1.31752 1.62582 -5.39162 0.12 -0.89 0.85
H -1.16249 1.98445 -7.85604 -0.05 0.16 0.15
H -1.65103 3.65277 -7.81735 0.10 -0.37 0.19
H -1.41261 1.58880 -4.38509 -0.02 -0.11 -0.13
H -1.02551 0.79925 -5.88523 -0.07 0.14 0.10
C -3.27599 0.39916 5.59131 0.87 -0.15 -0.50
O -2.13751 0.71563 5.89820 0.06 0.10 0.26
N -4.34281 0.68703 6.35858 -1.14 0.64 1.45
N -3.56573 -0.26585 4.45841 0.04 -0.63 -0.63
H -5.28771 0.43475 6.12273 0.23 0.05 0.01
H -4.16868 1.18704 7.22057 -0.10 -0.20 -0.38
H -2.79103 -0.50207 3.85216 -0.19 0.12 -0.06
H -4.49673 -0.53512 4.18849 0.21 0.10 0.04
C 0.82367 -6.44777 -0.41131 0.22 0.59 0.87
O 0.84303 -6.08028 0.75276 -0.05 -0.14 -0.03
N 0.09098 -7.49485 -0.83139 -1.07 -1.42 -0.09
N 1.53333 -5.83864 -1.37825 0.88 0.82 -0.72
H 0.06219 -7.81244 -1.78555 0.01 0.10 0.20
H -0.45821 -7.98160 -0.13509 0.21 0.21 -0.30
H 2.09862 -5.04557 -1.10441 -0.17 -0.07 -0.06
H 1.53030 -6.12652 -2.34223 -0.03 0.07 0.21
```
Forces are in eV/Å.

charge	-1
lowest unoccupied orbital energy	1.585	eV
E	-137380.3386	eV
highest occupied orbital energy	-4.480	eV

---

The following is a DFT calculation (ωB97M-V with the def2-TZVPD basis set) of a 8-piece molecular cluster, C15H42I2N15O9 overall at a distorted geometry.

Geometry as XYZ:
```
83
Properties=species:S:1:pos:R:3:forces:R:3
C 2.01069 -2.00125 0.07910 0.07 0.18 -0.30
C 1.58456 -0.54225 0.12313 0.02 -0.77 0.65
I 3.38296 0.54394 0.74123 -0.52 -0.02 -0.36
C 0.48540 -0.24273 1.15444 0.34 -0.12 -0.45
C -0.86804 0.15784 0.54220 -0.05 0.68 -0.05
N -1.78673 0.56083 1.59867 -0.13 -0.25 -0.03
C -1.52748 -0.87763 -0.35742 -0.06 -0.28 0.33
C -1.58357 -2.31981 0.18237 -0.72 0.24 -0.57
C -2.91984 -2.70978 0.81854 0.61 -0.33 0.14
I -1.25241 -3.62882 -1.53748 0.10 -0.14 0.03
C -0.58531 1.46016 -0.29019 -0.17 1.24 -0.31
O -0.79420 2.56080 0.29265 0.16 -0.91 -0.25
O -0.16097 1.31432 -1.46890 0.16 -0.01 1.09
H 2.54810 -2.30457 0.97110 0.05 -0.08 0.17
H 2.63921 -2.13552 -0.79420 0.29 -0.22 -0.03
H 1.15498 -2.65429 -0.06003 -0.25 -0.01 0.00
H 1.32009 -0.24026 -0.88155 0.08 0.64 -0.02
H 0.78871 0.57506 1.79468 -0.08 0.27 0.12
H 0.39849 -1.10688 1.81553 -0.17 -0.14 0.08
H -1.26406 1.03156 2.32606 -0.32 -0.08 0.20
H -2.31951 -0.21891 1.95906 0.17 -0.06 0.23
H -2.55408 -0.54730 -0.49213 -0.17 0.13 -0.14
H -1.07653 -0.83830 -1.33732 0.36 0.04 -0.13
H -0.79429 -2.57206 0.87391 0.36 -0.04 -0.09
H -3.09940 -3.76685 0.67017 -0.23 -0.22 0.03
H -3.75381 -2.14125 0.42782 -0.10 0.16 -0.10
H -2.82579 -2.57056 1.89454 -0.22 0.26 0.20
C -4.76576 2.01380 0.02299 0.14 0.28 0.22
O -4.47186 0.94456 -0.48161 -0.16 -0.04 -0.05
N -3.90475 2.78655 0.73466 0.17 -0.31 -0.04
N -6.04405 2.53192 -0.09776 -0.10 -0.06 -0.01
H -4.17492 3.66086 1.13937 -0.06 0.04 -0.08
H -2.94625 2.45675 0.85769 0.06 -0.08 -0.11
H -6.70843 1.99214 -0.61667 0.02 -0.03 -0.03
H -6.32662 3.40592 0.29916 0.04 0.03 0.00
C 7.57035 1.46630 1.67245 0.10 0.10 -0.01
O 7.92255 0.47356 1.05891 -0.01 0.01 0.02
N 8.43950 2.20669 2.42560 0.03 0.11 -0.24
N 6.27461 1.91467 1.67366 -0.05 -0.29 0.01
H 8.16803 3.01072 2.95860 -0.09 -0.12 0.20
H 9.39176 1.89944 2.45687 0.00 -0.06 0.02
H 5.59186 1.38356 1.14275 0.55 0.30 0.10
H 5.97197 2.73249 2.16941 0.03 0.06 -0.03
C -0.48800 -0.25190 -4.55579 -0.35 0.47 0.48
O 0.46636 -0.94074 -4.23386 0.16 -0.25 -0.24
N -1.30007 -0.61849 -5.62485 0.12 0.00 -0.47
N -0.84502 0.88218 -3.92226 0.17 -0.31 -0.87
H -2.10866 -0.09920 -5.91561 -0.11 -0.04 0.25
H -1.06341 -1.46880 -6.10010 -0.10 -0.13 0.15
H -0.31895 1.15334 -3.09788 -0.17 0.03 0.41
H -1.63296 1.43896 -4.19445 -0.03 -0.04 -0.12
C -3.71435 -7.23526 -1.08194 0.14 0.02 -0.13
O -3.67504 -6.30115 -0.31054 -0.19 -0.03 0.19
N -4.89317 -7.81977 -1.47943 -0.01 -0.03 0.04
N -2.58126 -7.78004 -1.62513 0.02 -0.08 0.07
H -4.94471 -8.58851 -2.11845 0.04 0.01 -0.03
H -5.73958 -7.43934 -1.10246 0.00 0.04 0.01
H -1.70688 -7.36414 -1.36096 -0.01 0.10 -0.03
H -2.58445 -8.54768 -2.26747 -0.03 0.01 -0.03
C 6.32448 1.60060 5.66720 -0.19 -0.15 -0.07
O 7.22489 2.39052 5.42523 -0.02 0.10 0.04
N 5.73151 0.83666 4.70981 0.19 0.07 0.05
N 5.83469 1.42694 6.93781 0.08 0.04 0.04
H 4.98620 0.19277 4.89333 -0.04 0.02 0.01
H 6.06080 0.93901 3.76425 -0.09 -0.02 -0.07
H 6.24722 1.97624 7.66626 0.02 0.03 0.00
H 5.09623 0.78969 7.16395 -0.02 -0.02 -0.05
C -0.88491 2.39085 -7.90823 0.07 -0.14 -0.01
O -1.58437 2.80044 -6.99807 -0.07 0.02 -0.08
N -0.40185 1.11716 -7.94783 -0.18 -0.05 0.06
N -0.53611 3.18788 -8.97316 -0.06 0.06 -0.02
H 0.16403 0.76358 -8.69460 0.06 0.08 0.00
H -0.63829 0.50915 -7.16760 0.25 0.12 -0.09
H -0.87763 4.12942 -8.97047 0.00 0.02 0.04
H 0.03663 2.87762 -9.73302 0.04 -0.04 0.02
C -1.35792 2.55410 4.81717 -0.11 0.30 -0.18
O -0.79634 1.69176 4.17371 0.17 -0.25 0.35
N -1.78147 2.35922 6.10915 0.05 -0.03 0.01
N -1.61116 3.78986 4.29194 0.04 0.04 -0.02
H -2.24724 3.05925 6.65214 -0.01 0.03 -0.03
H -1.60950 1.45955 6.51435 0.00 -0.03 -0.02
H -1.31194 3.94890 3.34439 0.00 -0.08 -0.05
H -2.07299 4.52399 4.79148 -0.02 -0.01 0.03
```
Forces are in eV/Å.

charge	-1
lowest unoccupied orbital energy	2.177	eV
E	-73226.3321	eV
highest occupied orbital energy	-4.832	eV